Entry 1:
Below is a molecular structure, C34H25F5INO2PSTi, with properties calculated with ωB97M-V/def2-TZVPD.

Structure (XYZ):
```
71
Properties=species:S:1:pos:R:3
Ti 0.365 0.150 -0.564
F 3.397 2.211 -6.325
C 2.764 1.399 -5.464
C 3.126 1.371 -4.131
F 4.115 2.167 -3.699
C 2.458 0.538 -3.258
F 2.847 0.549 -1.975
C 1.404 -0.284 -3.651
S 0.585 -1.333 -2.519
C 1.073 -0.229 -5.001
F 0.075 -0.984 -5.484
C 1.734 0.590 -5.897
F 1.378 0.610 -7.193
I -2.263 -1.665 3.561
C -3.443 -0.217 4.541
C -4.418 -0.810 5.302
C -5.335 -0.056 6.052
C -5.255 1.298 6.015
C -4.266 1.949 5.240
C -4.259 3.362 5.257
C -3.339 4.057 4.541
C -2.394 3.352 3.780
C -2.339 1.979 3.711
P -0.998 1.239 2.636
C -1.872 1.395 1.010
C -2.157 0.231 0.282
C -2.830 0.292 -0.936
C -3.270 1.512 -1.422
C -3.034 2.667 -0.686
C -2.337 2.609 0.508
C 0.202 2.629 2.585
C 0.647 3.241 1.419
C 1.682 4.168 1.461
C 2.281 4.499 2.665
C 1.851 3.884 3.836
C 0.832 2.949 3.791
C -3.306 1.213 4.465
H -4.482 -1.888 5.323
H -6.091 -0.558 6.642
H -5.949 1.912 6.576
H -5.005 3.871 5.855
H -3.327 5.140 4.548
H -1.666 3.930 3.229
H -1.865 -0.727 0.690
H -3.006 -0.617 -1.497
H -3.780 1.569 -2.375
H -3.372 3.626 -1.060
H -2.151 3.528 1.049
H 0.214 2.999 0.455
H 2.024 4.618 0.537
H 3.090 5.219 2.693
H 2.323 4.122 4.781
H 0.517 2.456 4.705
O 0.209 -1.465 0.735
N 1.483 -1.172 0.839
O 1.599 0.229 0.849
C -1.621 4.074 -4.035
C -0.283 4.161 -3.290
C -0.289 5.391 -2.371
C 0.853 4.294 -4.312
C -0.093 2.947 -2.477
C 0.053 1.937 -1.808
H -1.770 4.963 -4.654
H -2.449 3.999 -3.330
H -1.642 3.193 -4.679
H -0.437 6.304 -2.954
H 0.657 5.469 -1.834
H -1.091 5.311 -1.634
H 0.727 5.203 -4.908
H 0.858 3.436 -4.985
H 1.820 4.338 -3.808
```

Properties
**Orbital gap (alpha / beta)**: 0.2198 / 0.2631 hartree
**HOMO energy (alpha / beta)**: -3.964 / -5.140 eV
**Multiplicity**: 3
**Charge**: -1

Entry 2:
Below is a molecular structure, C34H25N6O3PbS3 at a distorted geometry, with properties calculated with ωB97M-V/def2-TZVPD.

Structure (XYZ):
```
72
Properties=species:S:1:pos:R:3
Pb -0.653 -0.441 -0.294
C -0.581 -1.205 -4.652
O 0.378 -0.818 -3.678
C 0.979 0.375 -3.841
C 0.870 1.215 -4.936
C 1.517 2.459 -4.986
C 2.287 2.921 -3.945
C 2.401 2.083 -2.833
C 3.019 2.200 -1.563
N 2.761 1.125 -0.857
N 3.231 0.809 0.318
C 2.593 0.001 1.169
O 1.466 -0.527 1.015
C 3.373 -0.294 2.405
C 4.459 0.492 2.793
C 5.138 0.205 3.964
C 4.752 -0.874 4.747
C 3.677 -1.662 4.362
C 2.986 -1.370 3.199
C 1.770 0.843 -2.797
O 1.983 0.228 -1.604
H -0.953 -2.173 -4.330
H -1.406 -0.488 -4.692
H -0.136 -1.306 -5.644
H 0.251 0.922 -5.772
H 1.391 3.072 -5.868
H 2.775 3.885 -3.962
H 3.638 2.976 -1.149
H 4.752 1.324 2.171
H 5.972 0.824 4.269
H 5.294 -1.097 5.657
H 3.382 -2.504 4.974
H 2.145 -1.973 2.882
S -1.425 1.960 -1.367
C -2.872 1.065 -1.515
N -3.016 -0.099 -0.925
C -4.241 -0.683 -1.194
C -4.691 -1.913 -0.723
C -5.945 -2.355 -1.101
C -6.756 -1.590 -1.940
C -6.327 -0.361 -2.409
C -5.069 0.084 -2.029
S -4.250 1.566 -2.461
H -4.059 -2.503 -0.070
H -6.303 -3.310 -0.739
H -7.730 -1.960 -2.229
H -6.946 0.245 -3.058
N -2.487 0.580 3.886
C -2.749 1.960 4.041
C -3.638 2.384 5.013
C -3.893 3.740 5.180
C -3.273 4.666 4.361
C -2.397 4.236 3.370
C -2.126 2.890 3.223
S -0.978 2.344 1.981
N -1.301 0.685 1.867
C -1.900 0.023 2.795
C -1.897 -1.462 2.729
C -2.152 -2.253 3.846
C -2.038 -3.630 3.738
C -1.681 -4.182 2.520
C -1.451 -3.322 1.459
N -1.554 -2.004 1.561
H -3.017 -0.019 4.491
H -4.130 1.655 5.647
H -4.580 4.064 5.949
H -3.470 5.722 4.483
H -1.912 4.949 2.715
H -2.399 -1.817 4.803
H -2.219 -4.260 4.598
H -1.573 -5.250 2.399
H -1.172 -3.708 0.484
```

Properties
**Orbital gap**: 0.2521 hartree
**HOMO energy**: -9.829 eV
**Charge**: +1

In kJ/mol, the ΔE to the lowest compared entry with this formula, charge and spin values for the records above are, in order, 36.5, 34.6.